Entry 1:
{
  "formula": "C6H8N2OS",
  "method": "ωB97M-V/def2-TZVPD",
  "symbols": ["C", "C", "C", "C", "C", "C", "N", "N", "O", "S", "H", "H", "H", "H", "H", "H", "H", "H"],
  "coordinates": [[-2.612919, 0.581418, -0.634011], [-0.948530, 1.510528, 0.351651], [-1.674987, -0.384608, -0.553208], [0.291247, -0.806257, 0.295286], [1.320682, -0.792909, 1.360534], [2.215849, 0.561219, -1.629426], [-2.140664, 1.754685, -0.076858], [-0.641461, 0.222052, 0.160990], [-1.697616, -2.512444, 0.955560], [-1.028101, -2.036321, -0.258298], [-3.657772, 0.549742, -0.902428], [-0.417320, 2.103166, 0.987427], [0.893915, -0.932032, 2.343185], [1.597301, 0.302516, 1.270465], [2.176902, -1.340935, 1.225171], [2.710924, -0.434758, -1.463837], [1.747692, 1.081045, -0.814685], [1.864862, 0.573901, -2.617521]],
  "forces_ev_per_a": [[-1.37, 0.59, -0.08], [-0.41, -1.32, 0.04], [0.76, 0.64, 1.08], [-0.43, -0.93, -0.30], [-1.98, 3.32, -0.41], [0.83, -2.40, 0.82], [-1.18, 0.10, -0.76], [0.36, -0.70, -1.09], [-0.18, -0.51, 0.36], [0.72, 0.04, -0.15], [0.20, -0.18, -0.42], [1.56, 1.79, 1.22], [-0.15, -0.21, 0.41], [0.25, -1.04, 0.66], [1.80, -1.57, -0.53], [-0.24, 1.36, 0.38], [0.12, 0.26, -0.11], [-0.67, 0.75, -1.12]],
  "mulliken_charge": [-0.297, 0.073, -0.079, 0.161, -0.961, -0.782, -0.612, 0.161, -0.535, 0.265, 0.393, 0.439, 0.332, 0.236, 0.378, 0.239, 0.279, 0.310],
  "largest_force_ha_per_bohr": 0.076,
  "homo_lumo_gap_ev": [7.95, 8.70],
  "relative_energy_ev": 7.013,
  "total_charge": 0
}



Entry 2:
{
  "formula": "C2H3Cu",
  "method": "ωB97M-V/def2-TZVPD",
  "symbols": ["C", "H", "C", "H", "Cu", "H"],
  "coordinates": [[-0.199800, 0.380000, 0.258324], [-0.799936, 0.684935, 1.131515], [0.111966, 0.970319, -0.851783], [0.047025, 2.017391, -1.189484], [-0.012913, -1.358807, -1.513016], [0.883655, 0.566757, 2.562456]],
  "forces_ev_per_a": [[-1.07, -0.29, -0.89], [0.68, -0.78, -0.14], [0.08, -0.97, -0.65], [0.21, -0.31, 0.02], [-0.01, 2.21, 1.38], [0.10, 0.14, 0.28]],
  "mulliken_charge": [-1.213, 0.552, -0.505, 0.238, 0.125, -0.197],
  "largest_force_ha_per_bohr": 0.051,
  "s_squared": 0.7619,
  "multiplicity": 2,
  "homo_lumo_gap_ev": [2.99, 2.94],
  "total_charge": -1
}



Entry 3:
{
  "formula": "C5H12OS",
  "method": "ωB97M-V/def2-TZVPD",
  "symbols": ["C", "S", "C", "H", "H", "H", "H", "H", "H", "C", "C", "O", "C", "H", "H", "H", "H", "H", "H"],
  "coordinates": [[0.620849, -0.076409, -1.506031], [-0.413951, -1.509996, -1.138847], [-1.656209, -1.237884, -2.435019], [0.005791, 0.863277, -1.464056], [1.112911, -0.186896, -2.493942], [1.400135, 0.037584, -0.691393], [-2.447294, -2.029461, -2.302368], [-2.180256, -0.246019, -2.324181], [-1.220542, -1.314287, -3.411930], [0.914867, 2.483282, 1.500423], [0.502719, 1.204130, 1.660628], [-0.733018, 0.821222, 1.183438], [1.280730, 0.132550, 2.418048], [1.859706, 2.818229, 1.900397], [0.276486, 3.218045, 0.995873], [-0.695262, -0.126652, 0.956569], [2.196806, 0.524840, 2.872325], [0.651091, -0.315808, 3.181606], [1.550051, -0.686702, 1.706858]],
  "forces_ev_per_a": [[0.53, 0.95, 0.52], [-0.09, 0.27, -0.34], [-1.63, 0.07, 1.08], [0.55, -0.90, -0.14], [-0.25, 0.11, 0.63], [-0.80, -0.27, -1.03], [0.87, 0.72, -0.23], [0.69, -0.91, -0.02], [0.24, -0.08, -0.47], [-0.78, -0.99, -0.03], [0.44, 1.03, 0.30], [0.65, -0.20, 0.16], [-0.06, -0.04, -1.12], [-0.01, -0.08, 0.09], [0.30, -0.42, 0.14], [-0.23, 0.29, 0.02], [-0.26, -0.04, -0.18], [-0.08, 0.03, 0.15], [-0.07, 0.47, 0.49]],
  "mulliken_charge": [-0.771, -0.111, -0.781, 0.259, 0.366, 0.227, 0.300, 0.251, 0.286, -0.917, 0.701, -0.506, -1.008, 0.262, 0.267, 0.275, 0.344, 0.316, 0.240],
  "smiles": "C=C(C)O.CSC",
  "largest_force_ha_per_bohr": 0.038,
  "homo_lumo_gap_ev": 9.45,
  "relative_energy_ev": 0.940,
  "total_charge": 0
}



Number 1: DFT total energy -22207.9572 eV. Number 2: DFT total energy -46753.8960 eV. Number 3: DFT total energy -18261.5261 eV.